Record 1
Density functional theory data (wB97M-V/def2-TZVPD) for C31H23AsF2MnNOS3 as an isolated structure.

Last column: Löwdin spin population.
Atoms and positions in Å:
1 Mn 0.887 1.530 -0.449  4.66
2 F 2.792 5.216 -4.171  0.00
3 C 1.843 4.850 -3.279  0.00
4 C 1.879 3.590 -2.723  0.02
5 C 0.903 3.196 -1.809  0.03
6 C -0.113 4.122 -1.473  0.02
7 C -0.082 5.388 -2.049  0.00
8 F -0.997 6.334 -1.715  0.00
9 C 0.877 5.780 -2.957  0.01
10 C -1.160 3.702 -0.502  0.01
11 C -2.433 4.263 -0.424  0.00
12 C -3.344 3.763 0.489  0.01
13 C -2.986 2.709 1.310  0.00
14 C -1.721 2.182 1.161  0.01
15 N -0.835 2.670 0.295  0.04
16 H 2.687 2.927 -3.012  0.00
17 H 0.874 6.775 -3.383  0.00
18 H -2.711 5.068 -1.085  0.00
19 H -4.341 4.186 0.542  0.00
20 H -3.677 2.268 2.014  0.00
21 H -1.404 1.323 1.737  0.00
22 S 2.911 1.479 0.966  0.06
23 C 3.645 -0.106 0.744  0.01
24 C 5.018 -0.235 0.997  0.00
25 C 5.663 -1.453 0.867  0.00
26 C 4.957 -2.585 0.475  0.00
27 C 3.599 -2.476 0.222  0.00
28 C 2.941 -1.256 0.360  0.01
29 As 1.060 -1.037 -0.041  0.03
30 C 0.548 -2.654 -0.960  0.01
31 C 0.431 -3.868 -0.289  0.00
32 C 0.061 -5.012 -0.979  0.00
33 C -0.195 -4.945 -2.343  0.00
34 C -0.090 -3.735 -3.010  0.00
35 C 0.275 -2.588 -2.320  0.00
36 C 0.216 -1.272 1.695  0.01
37 C -1.099 -1.728 1.746  0.00
38 C -1.762 -1.799 2.964  0.00
39 C -1.119 -1.409 4.132  0.00
40 C 0.193 -0.957 4.081  0.00
41 C 0.863 -0.890 2.866  0.00
42 H 5.573 0.648 1.291  0.00
43 H 6.727 -1.517 1.069  0.00
44 H 5.458 -3.539 0.365  0.00
45 H 3.042 -3.348 -0.098  0.00
46 H 0.610 -3.917 0.778  0.00
47 H -0.040 -5.952 -0.449  0.00
48 H -0.499 -5.836 -2.881  0.00
49 H -0.325 -3.672 -4.066  0.00
50 H 0.299 -1.635 -2.829  0.00
51 H -1.611 -2.043 0.840  0.00
52 H -2.781 -2.164 2.993  0.00
53 H -1.638 -1.461 5.083  0.00
54 H 0.699 -0.650 4.989  0.00
55 H 1.878 -0.523 2.828  0.00
56 C -4.863 -0.958 0.680  0.00
57 O -3.833 -0.231 0.026  0.00
58 C -3.084 -0.846 -0.934  0.01
59 S -3.351 -2.455 -1.310  0.01
60 S -1.932 0.173 -1.625  0.02
61 H -5.311 -0.258 1.385  0.00
62 H -4.463 -1.825 1.205  0.00
63 H -5.608 -1.312 -0.030  0.00

Atoms 1-6, force components in eV/Å:
-0.04 0.29 -0.23
0.10 0.03 -0.09
-0.04 -0.01 0.00
-0.02 -0.05 -0.02
-0.10 -0.14 0.24
0.06 0.01 -0.07

Calculated values
relative energy (zero: lowest compared OMol25 entry of this formula, charge and spin) = 14.9 kcal per mole
lowest unoccupied orbital energy (spin up / spin down) = 2.688 / 2.662 eV
2S+1 = 6
E = -166160.381 eV
frontier orbital gap (spin up / spin down) = 7.05 / 7.02 eV
<S²> = 8.762
charge = -1

Record 2
Density functional theory data (wB97M-V/def2-TZVPD) for C5H7N as an isolated structure in a non-equilibrium geometry.

Last column: Mulliken charge in e.
Atoms and positions in Å:
1 N -0.304 -2.715 -0.877  -0.46
2 C -0.587 -1.607 -0.694  0.07
3 C -0.886 -0.180 -0.475  0.21
4 C -0.451 0.239 0.941  -0.57
5 C 1.015 0.522 0.634  -0.73
6 C -0.003 0.796 -1.270  -0.71
7 H -1.947 -0.012 -0.689  0.37
8 H -0.963 1.170 1.202  0.29
9 H -0.630 -0.504 1.722  0.33
10 H 1.558 1.182 1.317  0.40
11 H 1.598 -0.374 0.418  0.33
12 H 0.691 0.234 -1.917  0.25
13 H 0.910 1.250 -0.313  0.22

Atoms 1-6, force components in eV/Å:
-0.29 1.03 0.18
0.28 -0.93 -0.21
-0.10 0.03 0.02
-0.05 0.00 0.07
0.05 -0.15 0.10
0.06 -0.20 0.04

Calculated values
relative energy (zero: lowest compared OMol25 entry of this formula, charge and spin) = 106.0 kcal per mole
lowest unoccupied orbital energy = -0.028 eV
2S+1 = 1
E = -6783.917 eV
frontier orbital gap = 9.01 eV

Record 3
Density functional theory data (wB97M-V/def2-TZVPD) for C23H22BrI2IrN2O7Se as an isolated structure in a non-equilibrium geometry.

Last column: Löwdin spin population.
Atoms and positions in Å:
1 Ir -0.873 -0.703 -0.656  0.45
2 C 3.072 -1.173 -2.481  0.00
3 C 2.434 0.104 -2.874  0.03
4 N 2.674 0.682 -4.003  0.00
5 C 2.053 1.767 -4.435  0.04
6 C 1.053 2.375 -3.688  0.00
7 C 0.297 3.572 -4.232  0.00
8 O -1.061 3.558 -3.878  0.00
9 C 0.731 1.829 -2.443  0.03
10 C -0.234 2.426 -1.561  0.00
11 N -0.912 1.756 -0.703  -0.01
12 C -1.835 2.340 0.148  0.00
13 C -2.572 3.470 -0.232  0.00
14 C -3.446 4.067 0.651  0.00
15 C -3.610 3.545 1.929  0.00
16 C -2.936 2.392 2.299  0.00
17 C -2.056 1.778 1.419  0.00
18 I -1.026 -0.072 1.966  -0.02
19 C 1.431 0.662 -1.964  0.01
20 O 1.192 0.117 -0.873  0.09
21 H 3.554 -1.638 -3.336  0.00
22 H 2.339 -1.835 -2.016  0.00
23 H 3.830 -0.979 -1.720  0.00
24 H 2.374 2.157 -5.388  0.00
25 H 0.442 3.620 -5.318  0.00
26 H 0.714 4.484 -3.788  0.00
27 H -1.539 2.925 -4.426  0.00
28 H -0.354 3.507 -1.630  0.00
29 H -2.467 3.854 -1.236  0.00
30 H -3.996 4.945 0.347  0.00
31 H -4.266 4.034 2.633  0.00
32 H -3.062 1.967 3.284  0.00
33 C -1.170 -2.989 -3.361  0.00
34 C -0.691 -1.671 -3.847  0.00
35 C -0.201 -1.592 -5.257  0.00
36 O -0.654 -0.680 -3.125  0.01
37 H -1.544 -3.624 -4.158  0.00
38 H -1.920 -2.859 -2.582  0.00
39 H -0.336 -3.503 -2.874  0.00
40 H -0.820 -2.168 -5.937  0.00
41 H 0.798 -2.022 -5.296  0.00
42 H -0.148 -0.559 -5.586  0.00
43 Br -6.240 1.379 -0.414  0.00
44 C -6.116 -0.442 0.069  0.00
45 C -7.146 -1.054 0.762  0.00
46 C -7.023 -2.379 1.149  0.00
47 C -5.863 -3.085 0.874  0.00
48 C -4.842 -2.489 0.151  0.00
49 C -4.981 -1.176 -0.259  0.01
50 I -3.517 -0.293 -1.539  0.04
51 H -8.041 -0.494 0.985  0.00
52 H -7.838 -2.852 1.674  0.00
53 H -5.750 -4.107 1.201  0.00
54 H -3.936 -3.037 -0.063  0.00
55 O -0.233 -4.625 0.852  0.02
56 Se -0.382 -3.093 0.685  0.00
57 O -1.866 -2.620 0.139  0.14
58 O -0.127 -2.259 2.052  -0.01
59 O 0.555 -2.494 -0.512  0.17

Atoms 1-6, force components in eV/Å:
0.98 3.67 -0.41
0.33 -0.08 0.13
-1.54 0.22 1.41
1.30 -0.63 -1.19
-0.71 0.53 0.86
0.07 0.31 -0.36

Calculated values
relative energy (zero: lowest compared OMol25 entry of this formula, charge and spin) = 34.1 kcal per mole
lowest unoccupied orbital energy (spin up / spin down) = -5.914 / -6.010 eV
2S+1 = 2
E = -195935.659 eV
frontier orbital gap (spin up / spin down) = 5.27 / 5.10 eV
<S²> = 0.808
charge = +1

Record 4
Density functional theory data (wB97M-V/def2-TZVPD) for C24H48N3O10PS in the gas phase in a non-equilibrium geometry.

Last column: Mulliken charge in e.
Atoms and positions in Å:
1 C 0.139 -1.764 4.639  -1.21
2 C -1.176 -1.118 4.182  -0.03
3 O -1.566 -1.425 2.854  -0.29
4 C -0.685 -0.931 1.861  -3.23
5 C -1.451 -0.618 0.549  3.86
6 C -2.106 0.793 0.647  -0.26
7 C -2.403 1.492 1.975  0.80
8 C -3.611 1.062 2.781  -1.83
9 O -2.573 2.871 1.561  -0.61
10 C -2.539 -1.729 0.385  -0.96
11 N -3.832 -1.360 0.882  -0.23
12 O -2.741 -2.059 -1.038  -0.57
13 S -1.645 -2.848 -1.847  1.44
14 O -1.824 -2.440 -3.210  -0.73
15 O -1.696 -4.234 -1.523  -0.74
16 C -0.122 -2.116 -1.181  0.58
17 C 0.510 -3.113 -0.193  -2.67
18 O -0.351 -3.539 0.869  0.15
19 C 0.090 -4.688 1.497  0.52
20 C 0.975 -4.424 2.679  -0.82
21 O -0.255 -5.750 1.135  -0.51
22 P 1.104 -2.355 -2.744  -0.38
23 N 2.641 -2.444 -2.023  -0.55
24 O 1.330 -0.839 -3.326  -0.04
25 C -0.417 -0.625 -0.677  1.46
26 C 0.967 -0.032 -0.290  -1.65
27 C 1.097 1.370 0.330  -0.34
28 C 2.475 2.004 0.055  -0.84
29 C 2.956 2.882 1.215  -1.01
30 C 1.934 3.942 1.666  -0.64
31 N 1.156 3.628 2.875  -0.66
32 C -1.061 0.153 -1.893  -1.84
33 C -0.526 1.519 -2.321  -0.07
34 C -1.000 1.851 -3.755  -0.75
35 C 0.097 2.557 -4.485  0.28
36 O 0.319 3.719 -4.472  -0.60
37 O 0.872 1.661 -5.133  -0.29
38 C 2.189 2.103 -5.504  -0.52
39 C 3.143 2.081 -4.316  -0.34
40 H 0.674 -2.200 3.793  0.16
41 H 0.803 -1.029 5.100  0.35
42 H -0.031 -2.554 5.374  0.24
43 H -1.105 -0.027 4.294  0.14
44 H -2.009 -1.447 4.808  0.65
45 H 0.119 -1.652 1.694  0.35
46 H -0.210 -0.015 2.224  0.87
47 H -3.023 0.849 0.053  0.71
48 H -1.432 1.489 0.158  -1.12
49 H -1.519 1.498 2.628  -0.41
50 H -3.599 0.002 3.017  0.21
51 H -4.526 1.270 2.217  0.42
52 H -3.644 1.637 3.715  0.58
53 H -3.129 3.317 2.212  0.45
54 H -2.233 -2.639 0.891  0.45
55 H -4.277 -2.163 1.312  0.31
56 H -4.432 -1.049 0.127  0.27
57 H 0.787 -4.005 -0.773  1.00
58 H 1.427 -2.702 0.238  0.27
59 H 0.383 -3.907 3.440  0.06
60 H 1.343 -5.366 3.081  0.42
61 H 1.803 -3.765 2.405  0.27
62 H 2.908 -3.395 -1.802  0.33
63 H 2.859 -1.819 -1.258  0.30
64 H 0.778 -0.642 -4.099  0.30
65 H 1.595 -0.037 -1.181  1.32
66 H 1.459 -0.719 0.411  0.44
67 H 0.978 1.330 1.415  0.36
68 H 0.342 2.054 -0.045  -0.23
69 H 2.414 2.635 -0.840  0.26
70 H 3.213 1.216 -0.137  0.38
71 H 3.874 3.392 0.904  0.56
72 H 3.223 2.238 2.065  0.38
73 H 2.467 4.882 1.844  0.31
74 H 1.228 4.145 0.854  0.27
75 H 1.584 2.862 3.385  0.28
76 H 0.218 3.326 2.634  0.33
77 H -0.988 -0.467 -2.776  1.05
78 H -2.139 0.230 -1.748  0.49
79 H -0.851 2.338 -1.676  0.50
80 H 0.568 1.511 -2.310  -0.19
81 H -1.892 2.481 -3.755  0.52
82 H -1.242 0.933 -4.295  0.43
83 H 2.130 3.092 -5.960  0.38
84 H 2.509 1.403 -6.277  0.32
85 H 3.892 2.868 -4.433  0.38
86 H 3.675 1.128 -4.253  0.26
87 H 2.612 2.234 -3.374  -0.23

Atoms 1-6, force components in eV/Å:
0.09 0.11 0.03
-0.04 0.19 0.08
0.01 -0.08 0.03
0.24 0.22 0.04
0.13 -0.02 0.22
-0.02 -0.06 -0.22

Calculated values
lowest unoccupied orbital energy = 0.205 eV
2S+1 = 1
E = -70735.231 eV
SMILES string = CCOC[C@]1(C[C@H](C)O)[C@@H](N)OS(=O)(=O)[C@@](COC(C)=O)(P(N)O)[C@@]1(CCCCCN)CCCC(=O)OCC
frontier orbital gap = 9.41 eV